Computed, not measured: a molecular structure, C5H11NO in a non-equilibrium geometry, with ωB97M-V/def2-TZVPD.

The geometry in ORCA input format:
```
! wB97M-V def2-TZVPD RIJCOSX def2/J DEFGRID3
* xyz 0 1
O -1.390 0.126 1.567
N 0.382 -0.213 -2.361
C 0.687 0.697 0.481
C -0.281 -1.062 -1.824
C -0.257 -0.283 0.893
C 0.094 1.859 -1.027
C 0.177 -1.642 1.374
H 1.614 0.295 0.095
H 0.532 -1.571 2.405
H -1.568 1.054 1.373
H -0.567 -0.839 -0.576
H -0.529 -2.087 -2.092
H 1.026 2.310 -1.343
H 0.965 -2.031 0.732
H -0.577 1.699 -1.857
H 0.803 1.551 1.137
H -0.656 -2.347 1.353
H -0.455 2.485 -0.329
*
```

Results
gap between HOMO and LUMO (spin up / spin down)	7.823 / 7.895	eV
relative energy (zero: lowest compared OMol25 entry of this formula, charge and spin)	591.93	kJ/mol
lowest unoccupied orbital energy (spin up / spin down)	0.152 / 0.122	eV

Atom-resolved charges from natural (NBO), all expressed in e: O -0.684; N -0.352; C -0.447; C -0.132; C 0.272; C -0.544; C -0.645; H 0.238; H 0.217; H 0.480; H 0.117; H 0.218; H 0.208; H 0.223; H 0.221; H 0.223; H 0.224; H 0.160